Run a
{
  "formula": "C4H15NO2",
  "method": "ωB97M-V/def2-TZVPD",
  "mol_weight_g_mol": 109.169,
  "smiles": "CCNCC.O.O",
  "homo_lumo_gap_ev": 9.381,
  "charge": 0,
  "symbols": ["C", "N", "C", "C", "C", "H", "H", "H", "H", "H", "H", "H", "H", "H", "H", "H", "H", "H", "O", "H", "H", "O"],
  "xyz": [[-1.84, -0.69, -0.62], [-1.17, 0.39, -1.41], [-1.44, 1.62, -0.74], [-0.46, 2.66, -1.18], [-0.97, -1.14, 0.56], [-2.13, -1.59, -1.26], [-2.72, -0.29, -0.22], [-1.66, 0.41, -2.23], [-1.51, 1.48, 0.35], [-2.40, 2.23, -0.94], [-0.64, 3.74, -0.77], [-0.57, 3.05, -2.22], [0.54, 2.19, -1.01], [0.08, -1.29, 0.32], [-1.06, -0.37, 1.35], [-1.61, -1.93, 0.93], [4.94, -2.60, 2.03], [3.87, -3.39, 1.86], [4.48, -2.97, 1.31], [2.25, -1.12, 0.90], [1.98, -0.15, 2.01], [2.02, -0.23, 0.98]],
  "lowdin_charge": [-0.28, -0.05, -0.37, -0.14, -0.10, 0.13, 0.08, 0.06, 0.11, 0.13, 0.10, 0.07, 0.08, 0.05, 0.07, 0.07, 0.02, 0.00, -0.01, -0.03, 0.10, -0.07]
}

=====

Run b
{
  "formula": "C4H15NO2",
  "method": "ωB97M-V/def2-TZVPD",
  "mol_weight_g_mol": 109.169,
  "smiles": "CCCCN.O.O",
  "homo_lumo_gap_ev": 10.173,
  "charge": 0,
  "symbols": ["C", "C", "C", "C", "N", "H", "H", "H", "H", "H", "H", "H", "H", "H", "H", "H", "H", "H", "O", "H", "H", "O"],
  "xyz": [[1.09, 1.39, 0.94], [-0.23, 1.73, 0.24], [-1.43, 0.89, 0.69], [-1.22, -0.60, 0.89], [-1.14, -1.41, -0.32], [1.87, 2.03, 0.52], [1.49, 0.39, 0.77], [1.03, 1.57, 2.02], [-0.40, 2.79, 0.49], [-0.11, 1.72, -0.84], [-1.88, 1.34, 1.59], [-2.25, 1.04, -0.04], [-2.00, -1.00, 1.52], [-0.32, -0.77, 1.47], [-0.64, -0.97, -1.07], [-2.06, -1.64, -0.67], [1.34, -0.86, -1.80], [1.07, -0.16, -3.16], [0.92, -0.09, -2.21], [2.23, -2.73, 0.11], [0.85, -2.28, -0.47], [1.79, -2.37, -0.67]],
  "lowdin_charge": [-0.12, -0.26, -0.21, -0.29, 0.00, 0.07, 0.05, 0.08, 0.10, 0.08, 0.11, 0.11, 0.11, 0.09, 0.03, 0.07, 0.00, 0.05, -0.06, 0.05, 0.01, -0.06]
}

=====

Energetically preferred structure: run b | next structure: +2.252 eV

=====

Run a
{
  "formula": "C5H11N2S",
  "method": "ωB97M-V/def2-TZVPD",
  "mol_weight_g_mol": 131.224,
  "homo_lumo_gap_ev": 10.218,
  "charge": 1,
  "symbols": ["C", "C", "C", "C", "C", "N", "N", "S", "H", "H", "H", "H", "H", "H", "H", "H", "H", "H", "H"],
  "xyz": [[1.41, -1.02, -0.38], [0.14, -0.20, 1.71], [-0.29, 1.08, -0.89], [-0.23, 2.37, -0.72], [-1.69, 0.48, -1.10], [0.76, -1.16, 0.77], [2.16, -1.97, -0.87], [1.34, 0.40, -1.33], [-0.90, -0.27, 1.67], [0.25, -0.52, 2.81], [-1.23, 2.89, -0.79], [0.74, 2.77, -0.67], [0.56, 0.89, 1.66], [-1.74, 0.06, -2.22], [-2.49, 1.16, -0.91], [-1.83, -0.37, -0.47], [0.62, -2.10, 1.11], [2.18, -2.79, -0.30], [2.38, -1.83, -1.86]],
  "lowdin_charge": [-0.67, -0.05, -0.63, -0.02, -0.07, 0.01, 0.16, 1.12, 0.05, 0.13, 0.12, 0.05, 0.14, 0.14, 0.07, 0.04, 0.16, 0.14, 0.13]
}

=====

Run b
{
  "formula": "C5H11N2S",
  "method": "ωB97M-V/def2-TZVPD",
  "mol_weight_g_mol": 131.224,
  "smiles": "C1CSC2(C[NH2+]C2)N1",
  "homo_lumo_gap_ev": 9.047,
  "charge": 1,
  "symbols": ["C", "C", "C", "C", "C", "N", "N", "S", "H", "H", "H", "H", "H", "H", "H", "H", "H", "H", "H"],
  "xyz": [[2.03, 0.88, -0.21], [-1.35, -0.31, -1.14], [-1.32, -0.13, 1.08], [2.30, -0.37, 0.57], [-0.09, -0.19, -0.29], [0.64, 0.95, -0.53], [-2.29, -0.43, 0.01], [1.06, -1.61, -0.16], [2.41, 1.72, 0.31], [2.56, 0.82, -1.21], [-1.47, 0.72, -1.66], [-1.44, -1.12, -1.96], [-1.45, -0.96, 1.70], [-1.21, 0.89, 1.61], [3.26, -0.81, 0.53], [1.87, -0.37, 1.63], [0.12, 1.78, -0.30], [-3.18, -0.02, -0.11], [-2.46, -1.47, 0.14]],
  "lowdin_charge": [-0.26, -0.10, -0.01, -0.35, -0.67, -0.05, 0.03, 0.91, 0.11, 0.14, 0.17, 0.16, 0.08, 0.15, 0.07, 0.11, 0.14, 0.16, 0.21]
}

=====

Energetically preferred structure: run a | next structure: +1.135 eV

=====

Run a
{
  "formula": "C5H11N2S",
  "method": "ωB97M-V/def2-TZVPD",
  "mol_weight_g_mol": 131.224,
  "smiles": "CS[C@H]1CCNC1=[NH2+]",
  "homo_lumo_gap_ev": 9.895,
  "charge": 1,
  "symbols": ["C", "C", "C", "C", "C", "N", "N", "S", "H", "H", "H", "H", "H", "H", "H", "H", "H", "H", "H"],
  "xyz": [[1.18, -0.19, -0.03], [-0.42, 0.69, 1.58], [0.31, -0.58, 2.07], [-0.19, 0.61, 0.07], [-1.96, 0.16, -2.13], [1.40, -0.76, 1.12], [2.06, -0.17, -1.05], [-1.28, -0.78, -0.71], [-1.45, 0.76, 1.70], [0.21, 1.63, 1.95], [0.58, -0.49, 3.02], [-0.31, -1.43, 1.92], [-0.29, 1.47, -0.62], [-2.73, -0.61, -2.37], [-1.30, 0.44, -2.98], [-2.40, 1.12, -1.98], [2.11, -1.49, 1.12], [1.69, 0.44, -1.72], [2.79, -0.82, -0.94]],
  "lowdin_charge": [-0.35, -0.14, -0.11, -0.39, -0.39, 0.11, 0.24, 0.89, 0.09, 0.18, 0.09, 0.11, 0.12, 0.04, 0.05, 0.04, 0.18, 0.12, 0.12]
}

=====

Run b
{
  "formula": "C5H11N2S",
  "method": "ωB97M-V/def2-TZVPD",
  "mol_weight_g_mol": 131.224,
  "homo_lumo_gap_ev": [7.182, 7.183],
  "charge": 1,
  "symbols": ["C", "C", "C", "C", "C", "N", "N", "S", "H", "H", "H", "H", "H", "H", "H", "H", "H", "H", "H"],
  "xyz": [[1.48, -0.55, 0.35], [-0.98, -1.00, -1.11], [0.51, -0.83, -1.79], [-1.19, -0.05, 0.01], [-1.91, 2.25, 1.50], [1.55, -1.05, -0.85], [2.43, -0.68, 1.24], [-1.35, 1.62, -0.11], [-1.54, -0.75, -1.98], [-1.04, -2.02, -0.64], [0.62, -1.38, -2.64], [0.56, 0.21, -2.10], [-1.02, -0.29, 1.01], [-1.94, 3.41, 1.38], [-1.32, 1.94, 2.29], [-3.04, 2.01, 1.64], [2.41, -1.54, -1.26], [2.51, -0.19, 2.11], [3.26, -1.10, 0.96]],
  "lowdin_charge": [-0.18, -0.15, -0.16, -0.36, -0.33, -0.04, 0.13, 1.00, 0.10, 0.15, 0.10, 0.12, 0.05, 0.09, 0.01, 0.09, 0.20, 0.11, 0.08]
}

=====

Run c
{
  "formula": "C5H11N2S",
  "method": "ωB97M-V/def2-TZVPD",
  "mol_weight_g_mol": 131.224,
  "homo_lumo_gap_ev": [7.389, 5.666],
  "charge": 1,
  "symbols": ["C", "C", "C", "C", "C", "N", "N", "S", "H", "H", "H", "H", "H", "H", "H", "H", "H", "H", "H"],
  "xyz": [[-2.30, 0.34, -0.97], [0.60, 0.80, 0.12], [-0.39, -1.15, 1.37], [1.10, -1.55, -0.76], [0.34, -0.57, 0.11], [1.27, 1.48, -0.85], [0.00, 1.64, 0.99], [-3.12, 0.19, 0.27], [-1.89, 0.47, -1.98], [0.27, -2.03, 1.75], [-1.49, -1.33, 1.03], [-0.40, -0.43, 2.08], [1.29, -1.32, -1.75], [0.42, -2.37, -0.63], [2.05, -1.77, -0.38], [1.85, 0.99, -1.49], [1.39, 2.48, -0.79], [-0.98, 1.50, 1.12], [-0.01, 2.64, 0.76]],
  "lowdin_charge": [-0.41, -0.41, -0.05, -0.02, -0.23, 0.19, 0.14, 0.94, 0.05, 0.14, 0.04, 0.02, 0.06, 0.08, 0.08, 0.10, 0.13, 0.05, 0.13]
}

=====

Energetically preferred structure: run a | next structure: +2.311 eV

=====

Run a
{
  "formula": "H10O5",
  "method": "ωB97M-V/def2-TZVPD",
  "mol_weight_g_mol": 90.075,
  "smiles": "O.O.O.O.O",
  "homo_lumo_gap_ev": 11.662,
  "charge": 0,
  "symbols": ["H", "H", "H", "H", "H", "H", "H", "H", "H", "H", "O", "O", "O", "O", "O"],
  "xyz": [[-0.80, 0.53, -1.49], [-2.01, 0.94, -0.86], [1.45, 0.74, -1.14], [0.87, 2.14, -1.47], [2.46, 0.08, 1.33], [0.91, 0.43, 1.25], [-0.74, -0.58, 1.83], [-1.12, 0.26, 0.72], [0.50, -1.41, 0.41], [-0.91, -1.70, -0.16], [-1.52, 0.13, -0.99], [0.77, 1.22, -1.73], [1.77, 0.20, 0.68], [-0.87, 0.31, 1.64], [-0.22, -2.05, 0.34]],
  "lowdin_charge": [0.01, 0.06, 0.07, 0.05, 0.06, 0.08, 0.00, -0.02, 0.01, -0.02, -0.05, -0.07, -0.11, -0.04, -0.03]
}

=====

Run b
{
  "formula": "H10O5",
  "method": "ωB97M-V/def2-TZVPD",
  "mol_weight_g_mol": 90.075,
  "smiles": "O.O.O.O.O",
  "homo_lumo_gap_ev": 11.561,
  "charge": 0,
  "symbols": ["H", "H", "H", "H", "H", "H", "H", "H", "H", "H", "O", "O", "O", "O", "O"],
  "xyz": [[1.62, 0.14, 0.35], [2.12, 0.48, 1.77], [0.71, -0.99, -0.96], [2.12, -0.71, -1.79], [0.06, -1.29, 0.92], [-1.22, -1.41, 0.04], [-1.87, 0.60, -0.28], [-2.84, 0.08, 0.84], [-0.03, 1.45, -1.05], [0.09, 1.67, 0.42], [1.30, 0.36, 1.25], [1.30, -0.24, -1.30], [-0.31, -1.76, 0.19], [-2.49, -0.15, -0.08], [-0.56, 1.78, -0.31]],
  "lowdin_charge": [0.00, 0.08, 0.03, 0.15, 0.00, 0.03, 0.01, 0.09, 0.03, 0.04, -0.09, -0.15, -0.06, -0.11, -0.07]
}

=====

Run c
{
  "formula": "H10O5",
  "method": "ωB97M-V/def2-TZVPD",
  "mol_weight_g_mol": 90.075,
  "smiles": "O.O.O.O.O",
  "homo_lumo_gap_ev": 11.358,
  "charge": 0,
  "symbols": ["H", "H", "H", "H", "H", "H", "H", "H", "H", "H", "O", "O", "O", "O", "O"],
  "xyz": [[-0.23, 0.14, -0.99], [-1.30, 0.66, -1.92], [3.50, -0.52, -0.78], [3.26, 0.86, -0.18], [1.37, -3.40, 1.19], [0.13, -2.59, 1.51], [-0.21, 1.61, 1.15], [0.68, 0.43, 0.84], [-3.30, 1.73, -0.57], [-4.41, 0.75, -0.22], [-0.68, 0.95, -1.24], [3.96, 0.29, -0.52], [1.05, -2.49, 1.25], [-0.10, 0.68, 1.34], [-3.73, 0.92, -0.87]],
  "lowdin_charge": [0.03, 0.04, 0.03, 0.02, 0.03, 0.04, 0.04, 0.01, 0.03, 0.04, -0.07, -0.06, -0.06, -0.06, -0.06]
}

=====

Run d
{
  "formula": "H10O5",
  "method": "ωB97M-V/def2-TZVPD",
  "mol_weight_g_mol": 90.075,
  "smiles": "O.O.O.O.O",
  "homo_lumo_gap_ev": 11.270,
  "charge": 0,
  "symbols": ["O", "H", "H", "O", "H", "H", "O", "H", "H", "O", "H", "H", "O", "H", "H"],
  "xyz": [[-3.75, -1.01, 0.81], [-4.08, -1.77, 1.29], [-2.80, -1.16, 0.76], [2.11, 2.74, 0.42], [2.15, 1.98, -0.18], [2.32, 2.39, 1.29], [-1.02, -2.24, 1.25], [-0.28, -1.65, 1.01], [-1.01, -2.94, 0.59], [2.01, 0.84, -2.03], [2.48, 1.59, -2.40], [2.69, 0.25, -1.67], [-0.10, 0.21, -0.04], [-1.04, 0.15, -0.27], [0.31, 0.63, -0.82]],
  "lowdin_charge": [-0.07, 0.03, -0.01, -0.06, -0.02, 0.04, -0.06, 0.02, 0.05, -0.05, 0.07, 0.07, -0.06, 0.04, 0.01]
}

=====

Energetically preferred structure: run b | next structure: +0.283 eV

=====

Run a
{
  "formula": "H10O5",
  "method": "ωB97M-V/def2-TZVPD",
  "mol_weight_g_mol": 90.075,
  "smiles": "O.O.O.O.O",
  "homo_lumo_gap_ev": 11.790,
  "charge": 0,
  "symbols": ["O", "H", "H", "O", "H", "H", "O", "H", "H", "O", "H", "H", "O", "H", "H"],
  "xyz": [[27.98, 0.33, -5.77], [27.11, 0.02, -6.00], [28.51, 0.16, -6.54], [33.80, -0.34, -1.01], [34.67, -0.73, -1.11], [33.92, 0.56, -1.31], [29.38, 0.80, -1.51], [30.33, 0.68, -1.51], [29.12, 0.69, -2.42], [31.84, -4.25, -1.85], [32.70, -4.63, -1.68], [31.95, -3.31, -1.70], [24.34, -2.05, -3.18], [24.72, -2.88, -3.47], [25.09, -1.53, -2.88]],
  "lowdin_charge": [-0.05, 0.03, 0.03, -0.05, 0.03, 0.03, -0.05, 0.02, 0.02, -0.05, 0.03, 0.02, -0.05, 0.03, 0.03]
}

=====

Run b
{
  "formula": "H10O5",
  "method": "ωB97M-V/def2-TZVPD",
  "mol_weight_g_mol": 90.075,
  "homo_lumo_gap_ev": 7.132,
  "charge": 0,
  "symbols": ["O", "H", "H", "O", "H", "H", "O", "H", "H", "O", "H", "H", "O", "H", "H"],
  "xyz": [[5.97, -10.55, 18.00], [5.68, -9.75, 17.57], [5.18, -11.10, 18.05], [9.44, -9.42, 19.27], [10.17, -9.98, 19.54], [9.68, -9.12, 18.39], [5.92, -10.30, 20.08], [5.48, -10.57, 19.28], [6.78, -9.99, 19.79], [10.31, -7.99, 20.37], [10.06, -7.36, 19.69], [10.02, -8.84, 20.04], [7.56, -9.45, 19.48], [7.53, -10.02, 18.70], [8.49, -9.32, 19.64]],
  "lowdin_charge": [-0.03, 0.10, 0.10, 0.21, 0.19, 0.19, -0.12, -0.10, -0.35, -0.04, 0.04, -0.21, 0.12, 0.10, -0.21]
}

=====

Run c
{
  "formula": "H10O5",
  "method": "ωB97M-V/def2-TZVPD",
  "mol_weight_g_mol": 90.075,
  "smiles": "O.O.O.O.O",
  "homo_lumo_gap_ev": 11.686,
  "charge": 0,
  "symbols": ["O", "O", "O", "O", "O", "H", "H", "H", "H", "H", "H", "H", "H", "H", "H"],
  "xyz": [[-1.95, 2.34, 0.64], [-2.87, -1.26, 2.10], [1.52, -0.70, 2.90], [2.67, -0.81, -0.94], [0.77, 0.37, -4.69], [-2.13, 1.39, 0.92], [-2.49, -0.60, 2.66], [0.80, -0.28, 3.27], [3.57, -1.00, -1.04], [0.44, 1.32, -4.98], [-2.87, 2.45, 0.46], [-3.79, -1.44, 2.48], [1.60, -0.44, 2.00], [2.10, -1.28, -1.44], [1.67, 0.33, -4.45]],
  "lowdin_charge": [-0.07, -0.07, -0.01, 0.02, -0.10, 0.06, 0.01, -0.02, 0.01, 0.11, 0.01, 0.08, 0.02, -0.02, 0.00]
}

=====

Energetically preferred structure: run a | next structure: +0.811 eV